Entry 1:
# C3H6N2O3

A single C3H6N2O3 molecule at a distorted geometry (ωB97M-V/def2-TZVPD, the Open Molecules 2025 dataset).

For the molar mass, the calculation gives 118.1 g/mol. As for the spin multiplicity: 1. The max |F| is 4.771 eV/A. Its net charge is 0. The HOMO energy comes out at -10.1 eV. Its LUMO energy is 0.57 eV. As for the SMILES: CO/C(=N\O)C(N)=O.

Geometry as XYZ:
```
14
Properties=species:S:1:pos:R:3:forces:R:3:nbo_charge:R:1
C 0.509256 -1.858620 0.018687 3.227 0.338 0.042 -0.267
O -0.589290 -0.950865 0.066437 -0.402 0.757 1.177 -0.526
C -0.299876 0.338665 -0.301236 0.311 -1.146 -1.418 0.348
N -0.020878 0.661817 -1.484881 0.460 -0.566 -2.444 -0.090
O -0.029894 -0.400664 -2.444926 -0.691 0.070 2.837 -0.562
C -0.271325 1.570863 0.541175 -1.416 0.341 4.544 0.618
N -0.632833 1.374099 1.914292 0.717 1.196 -2.633 -0.853
O -0.052068 2.699220 0.197015 0.275 -0.085 -1.097 -0.553
H 1.480335 -1.171996 -0.105994 -1.819 -1.800 -0.079 0.183
H 0.415665 -2.573036 -0.870448 0.087 1.035 1.432 0.211
H 0.728398 -2.405461 1.026939 -1.082 0.878 -1.772 0.195
H 0.378171 0.003813 -3.184650 0.527 0.822 -1.151 0.481
H -0.846518 2.264834 2.394172 0.263 -1.413 -0.153 0.418
H -0.769142 0.447332 2.233419 -0.458 -0.427 0.716 0.398
```
Forces are in eV/Å.

---

Entry 2:
# C3H6N2O3

A single C3H6N2O3 molecule at a distorted geometry (ωB97M-V/def2-TZVPD, the Open Molecules 2025 dataset).

For the molar mass, the calculation gives 118.1 g/mol. As for the spin multiplicity: 1. The max |F| is 5.696 eV/A. Its net charge is 0. The HOMO energy comes out at -9.6 eV. Its LUMO energy is 0.22 eV. As for the SMILES: C/C(=C\[N+](=O)[O-])ON.

Geometry as XYZ:
```
14
Properties=species:S:1:pos:R:3:forces:R:3:nbo_charge:R:1
C -0.319327 1.234186 0.163168 -1.997 -3.084 4.353 -0.686
C -0.061939 -0.319153 -0.010556 0.576 3.475 0.783 0.437
C 1.208594 -0.766909 -0.012861 -1.951 -0.257 -0.246 -0.267
N 2.365581 -0.017260 -0.097234 -0.145 3.609 0.124 0.512
O 3.375056 -0.605680 0.137834 2.036 -1.267 0.234 -0.383
O 2.357908 1.202703 -0.349588 -0.413 -0.839 -0.120 -0.445
O -1.087470 -1.147126 -0.135024 -1.350 -0.637 0.291 -0.373
N -2.482067 -0.568403 0.022167 0.706 -2.320 0.955 -0.480
H -0.095055 1.626705 -0.753080 -0.067 1.754 -2.168 0.242
H -1.389885 1.257791 0.645716 1.817 0.514 -1.752 0.245
H 0.316534 1.668735 0.979388 -0.175 -0.614 -1.139 0.251
H 1.532408 -1.731909 0.124627 -0.130 -2.388 -0.046 0.229
H -2.662975 -0.367781 -0.938552 -0.439 0.299 -0.879 0.349
H -3.057363 -1.465903 0.223996 1.530 1.755 -0.390 0.369
```
Forces are in eV/Å.

---

Entry 3:
# C3H6N2O6

A single C3H6N2O6 molecule at a distorted geometry (ωB97M-V/def2-TZVPD, the Open Molecules 2025 dataset).

For the molar mass, the calculation gives 166.1 g/mol. As for the spin multiplicity: 1. The max |F| is 6.292 eV/A. Its net charge is 0. The HOMO energy comes out at -11.3 eV. Its LUMO energy is -0.63 eV. As for the SMILES: O=[N+]([O-])C[C@@H](C(O)O)[N+](=O)[O-].

Geometry as XYZ:
```
17
Properties=species:S:1:pos:R:3:forces:R:3:nbo_charge:R:1
O -2.674270 1.051475 0.030852 0.729 -0.963 -0.090 -0.373
N -2.352649 -0.130898 -0.100042 -1.739 0.269 0.226 0.492
O -2.951228 -0.933164 -0.802376 0.511 0.521 0.120 -0.357
C -1.236478 -0.653789 0.672816 3.821 -3.275 -3.776 -0.270
C 0.189403 -0.374210 -0.434979 -3.312 1.643 4.298 -0.121
C 0.593978 1.077072 -0.114203 2.596 -0.656 0.653 0.348
O 1.640373 1.462754 -0.941844 -0.011 0.801 -1.511 -0.729
O 1.119174 1.070997 1.188028 -0.116 -0.173 1.699 -0.762
N 1.344208 -1.278747 -0.193463 -3.538 -2.102 2.862 0.544
O 2.217307 -1.176965 -0.948238 3.692 0.763 -3.215 -0.346
O 1.305622 -2.127433 0.691415 -0.565 0.993 -0.198 -0.367
H -1.045227 -0.249834 1.607825 0.109 1.353 1.385 0.247
H -1.246191 -1.793783 0.728322 -0.521 1.736 -0.148 0.261
H -0.186294 -0.343715 -1.422732 -0.025 -0.828 -1.160 0.246
H -0.244443 1.747583 -0.144510 -0.443 0.316 -0.619 0.184
H 2.104114 0.729518 -1.401571 -0.591 0.393 0.707 0.499
H 1.422604 1.923141 1.584694 -0.597 -0.791 -1.233 0.504
```
Forces are in eV/Å.

---

Entry 4:
# C3H6N2OP

An isolated ion of composition C3H6N2OP and charge +1 at a distorted geometry (ωB97M-V/def2-TZVPD, the Open Molecules 2025 dataset).

For the molar mass, the calculation gives 117.1 g/mol. As for the spin multiplicity: 1. The max |F| is 4.337 eV/A. Its net charge is +1. The HOMO energy comes out at -14.1 eV. Its LUMO energy is -6.79 eV. As for the SMILES: CC(=O)C(P)=[N+]=N.

Geometry as XYZ:
```
13
Properties=species:S:1:pos:R:3:forces:R:3:nbo_charge:R:1
C 1.304826 1.383685 0.074771 2.319 -2.491 0.723 -0.734
C -0.096228 1.067271 -0.293555 0.697 -0.590 1.358 0.508
O -0.858254 1.813868 -0.832260 -0.493 0.251 -0.400 -0.457
C -0.665444 -0.285983 0.133031 0.785 -1.425 -1.380 -0.224
P -2.288608 -0.615366 -0.010443 0.375 4.321 0.037 0.820
N 0.144246 -1.737738 -0.008075 -2.310 1.147 0.005 -0.103
N 1.329598 -1.662740 0.135331 1.891 -1.400 -0.297 -0.250
H 1.402182 2.427494 -0.100678 0.659 0.773 -0.332 0.264
H 1.534596 1.162128 1.190897 -0.680 0.294 -1.737 0.267
H 2.138622 0.672596 -0.479347 -2.295 2.023 1.103 0.286
H -3.428482 0.322863 0.155729 1.358 -1.148 -0.184 0.182
H -2.296570 -1.883028 0.101429 -1.076 -3.888 0.554 0.056
H 1.779512 -2.665051 -0.066835 -1.229 2.134 0.550 0.385
```
Forces are in eV/Å.

---

Entry 5:
# C3H6N2OS

A single C3H6N2OS molecule at a distorted geometry (ωB97M-V/def2-TZVPD, the Open Molecules 2025 dataset).

For the molar mass, the calculation gives 118.2 g/mol. As for the spin multiplicity: 1. The max |F| is 5.671 eV/A. Its net charge is 0. The HOMO energy comes out at -8.8 eV. Its LUMO energy is 0.50 eV. As for the SMILES: [H]/N=C1/OCCN1S.

Geometry as XYZ:
```
13
Properties=species:S:1:pos:R:3:forces:R:3:nbo_charge:R:1
H 0.667947 -2.328488 0.315728 1.899 3.434 -3.480 0.391
N 1.160945 -1.656181 -0.582109 -0.903 0.188 0.191 -0.741
C 0.667626 -0.459729 -0.722031 -3.938 -0.809 4.000 0.711
O 0.540954 0.548487 -1.610860 4.190 -1.563 -3.469 -0.505
C -0.354429 1.616115 -1.490985 -1.218 -0.516 2.894 -0.050
C -1.130160 1.058747 -0.150982 -1.017 1.651 -1.358 -0.237
N -0.286417 -0.000521 0.258799 1.306 -1.329 2.499 -0.620
S -0.133565 -0.697245 1.866253 -0.630 2.318 -0.095 0.153
H -0.816216 1.771358 -2.471479 -0.734 -0.784 0.457 0.203
H 0.033658 2.632112 -1.292669 0.922 -0.786 0.322 0.182
H -2.131272 0.731638 -0.372375 -0.512 -0.613 -0.593 0.186
H -1.366500 1.820930 0.594982 0.927 0.195 0.123 0.201
H 0.201895 0.446576 2.699810 -0.291 -1.387 -1.492 0.124
```
Forces are in eV/Å.

---

Entry 6:
# C3H6N2OS

A single C3H6N2OS molecule at a distorted geometry (ωB97M-V/def2-TZVPD, the Open Molecules 2025 dataset).

For the molar mass, the calculation gives 118.2 g/mol. As for the spin multiplicity: 1. The max |F| is 3.322 eV/A. Its net charge is 0. The HOMO energy comes out at -9.2 eV. Its LUMO energy is -0.71 eV. As for the SMILES: [H]/N=C\NOCC=S.

Geometry as XYZ:
```
13
Properties=species:S:1:pos:R:3:forces:R:3:nbo_charge:R:1
H 1.201663 1.531928 0.358941 1.274 0.534 -0.630 0.328
N 2.168936 1.412972 -0.070452 -1.774 -1.736 0.319 -0.644
C 2.198041 0.141915 -0.285597 -1.093 2.755 1.500 0.230
N 1.155322 -0.756812 -0.071685 0.530 -1.937 0.235 -0.346
O 0.038052 -0.289418 0.600948 0.230 0.804 0.385 -0.396
C -1.076146 -0.313255 -0.253693 -0.942 -0.294 -1.426 -0.162
C -2.257302 0.300999 0.460687 -0.984 -0.308 -2.285 -0.240
S -3.773239 0.309539 -0.187736 1.692 0.019 0.964 0.055
H 3.092313 -0.308746 -0.574961 1.297 -0.980 -0.795 0.174
H 1.450267 -1.603784 0.448187 -0.074 0.655 -0.734 0.374
H -1.363005 -1.339351 -0.528242 0.193 -0.048 0.251 0.205
H -0.858006 0.143582 -1.265874 -0.209 0.068 1.188 0.221
H -1.976892 0.770433 1.369480 -0.140 0.468 1.029 0.201
```
Forces are in eV/Å.

---

Entry 7:
# C3H6N2OS

A single C3H6N2OS molecule at a distorted geometry (ωB97M-V/def2-TZVPD, the Open Molecules 2025 dataset).

For the molar mass, the calculation gives 118.2 g/mol. As for the spin multiplicity: 1. The max |F| is 1.174 eV/A. Its net charge is 0. The HOMO energy comes out at -9.2 eV. Its LUMO energy is 0.82 eV. As for the SMILES: C=NNC(=O)SC.

Geometry as XYZ:
```
13
Properties=species:S:1:pos:R:3:forces:R:3:nbo_charge:R:1
C -3.019745 -0.512806 -0.004381 0.008 0.741 0.038 -0.131
N -1.751772 -0.583608 0.004510 -0.187 0.351 0.004 -0.198
N -1.064436 0.590495 0.000826 -0.165 -0.234 -0.020 -0.470
C 0.303505 0.621564 -0.001395 0.345 -0.450 0.013 0.522
O 0.918080 1.658864 -0.001273 -0.030 0.195 -0.003 -0.603
S 1.087960 -0.987664 -0.002113 -0.263 0.153 0.052 0.212
C 2.782331 -0.399444 0.000601 0.835 0.724 0.147 -0.761
H -3.588656 0.450119 -0.016775 0.486 -0.697 0.009 0.153
H -3.561715 -1.440295 0.014146 -0.153 -0.179 -0.032 0.196
H -1.538277 1.484054 0.007121 -0.081 0.075 -0.009 0.380
H 3.425897 -1.295941 -0.003375 -0.333 0.362 -0.008 0.230
H 2.990478 0.203621 -0.913404 -0.147 -0.440 0.766 0.235
H 3.016346 0.211035 0.915507 -0.315 -0.601 -0.958 0.236
```
Forces are in eV/Å.

---

Entry 8:
# C3H6N2OS

A single C3H6N2OS molecule at a distorted geometry (ωB97M-V/def2-TZVPD, the Open Molecules 2025 dataset).

For the molar mass, the calculation gives 118.2 g/mol. As for the spin multiplicity: 1. The max |F| is 4.004 eV/A. Its net charge is 0. The HOMO energy comes out at -9.2 eV. Its LUMO energy is 0.01 eV. As for the SMILES: [H]/N=C(/N)CC(O)=S.

Geometry as XYZ:
```
13
Properties=species:S:1:pos:R:3:forces:R:3:nbo_charge:R:1
H 2.308288 1.675732 -0.355429 0.135 -1.643 -0.092 0.358
N 2.474851 0.645976 -0.518339 0.221 1.763 -0.638 -0.692
C 1.604941 -0.087475 -0.006492 -2.543 -1.308 2.802 0.476
N 1.580118 -1.473021 -0.066450 0.254 -0.914 -1.265 -0.840
C 0.434086 0.290458 1.017535 0.410 1.741 -2.297 -0.564
C -0.848713 0.453758 0.224259 -0.609 -2.503 0.544 0.314
O -0.957513 1.676203 -0.211773 -2.095 -0.077 -3.007 -0.646
S -2.024017 -0.729135 -0.178308 1.947 1.535 0.642 -0.202
H 1.985375 -1.801245 -0.944344 -0.033 -0.252 0.605 0.395
H 0.810269 -2.089261 0.302498 1.060 1.673 -0.706 0.412
H 0.410118 -0.451330 1.746228 -0.283 -1.244 1.171 0.238
H 0.672360 1.254436 1.455429 -0.003 0.114 0.156 0.236
H -1.668698 1.517072 -0.975553 1.540 1.115 2.086 0.515
```
Forces are in eV/Å.

---

Entry 9:
# C3H6N2OS

A single C3H6N2OS molecule at a distorted geometry (ωB97M-V/def2-TZVPD, the Open Molecules 2025 dataset).

For the molar mass, the calculation gives 118.2 g/mol. As for the spin multiplicity: 3. The max |F| is 6.479 eV/A. As for the expectation value of S²: 2.01. Its net charge is 0. The HOMO energy (alpha / beta) comes out at -5.2 / -8.9 eV. Its LUMO energy (alpha / beta) is 1.02 / -2.47 eV.

Geometry as XYZ:
```
13
Properties=species:S:1:pos:R:3:forces:R:3:mulliken_spin:R:1
C -0.860033 -1.370704 -0.446405 -2.169 3.218 1.006 0.047
C -1.502070 0.217984 -0.052385 2.771 -5.667 -1.478 0.524
C 1.632077 0.768666 0.304696 -0.007 0.021 0.423 0.013
N -0.052406 -1.853447 0.359452 0.330 -0.299 0.503 0.058
N -0.606644 1.174187 -0.241872 1.868 2.974 0.160 0.222
O 0.667057 0.922731 -0.727854 -0.689 0.006 -0.444 -0.009
S -3.036906 0.401392 0.409732 -2.606 0.187 0.600 1.110
H -1.341889 -1.778902 -1.330810 0.078 -0.258 -0.056 0.027
H 1.314195 0.003332 1.014756 0.054 0.108 -0.037 -0.003
H 1.814472 1.720761 0.813532 -0.030 -0.055 -0.030 0.000
H 2.538010 0.447263 -0.204643 0.034 0.022 -0.007 0.002
H 0.267441 -2.803791 0.182185 -0.014 0.061 -0.438 0.006
H -0.833299 2.150526 -0.080385 0.380 -0.319 -0.201 0.001
```
Forces are in eV/Å.